Record 1
Molecular formula: C4H11NO3
Method: DFT, ωB97M-V/def2-TZVPD

Structure (XYZ):
```
19
Properties=species:S:1:pos:R:3:forces:R:3:mulliken_charge:R:1
C -1.08822 -0.90190 2.26678 0.412 -0.061 0.277 -0.914
N -1.20545 -0.77897 0.81277 4.349 -1.772 0.166 -0.271
C -0.03644 -0.61190 -0.09765 0.314 -0.213 -1.042 0.782
C 0.99702 -1.84250 -0.20507 0.990 3.733 -0.282 -1.184
C 0.73031 0.75780 0.18316 3.010 4.034 -1.026 0.481
O 0.36689 1.91849 0.09092 -1.776 -2.347 0.447 -0.565
O 2.18479 0.73943 0.31398 0.023 -1.276 0.371 -0.526
H -1.32713 -1.85264 2.75387 -0.990 -0.569 -0.859 0.295
H -1.80650 -0.16506 2.70586 1.325 -0.230 0.212 0.316
H -0.02768 -0.96982 2.63395 -0.645 1.582 -0.527 0.280
H -2.06062 -0.50707 0.50950 -2.528 1.128 -1.259 0.236
H -0.33940 -0.57377 -1.25173 -0.099 0.795 2.915 -0.242
H 0.86034 -2.46995 0.64947 0.454 -0.759 0.074 0.343
H 0.90382 -2.20429 -1.19673 -0.935 -1.534 -0.482 0.363
H 2.03738 -1.37036 -0.40341 -1.408 -0.867 1.486 0.286
H 2.70276 1.61472 0.42268 -2.449 -1.622 -0.353 0.331
O -1.60808 0.92784 -2.81060 5.682 0.368 -0.895 -0.600
H -1.22625 0.19913 -3.34646 0.227 0.885 0.366 0.310
H -2.44343 0.65680 -2.80410 -5.955 -1.277 0.411 0.279
```
Forces are in eV/Å.

Summary:
* SMILES string: CN[C@H](C)C(=O)O.O
* net charge: 0
* relative energy (zero: lowest compared OMol25 entry of this formula, charge and spin): 368.29 kJ/mol

Record 2
Molecular formula: C4H11NO3
Method: DFT, ωB97M-V/def2-TZVPD

Structure (XYZ):
```
19
Properties=species:S:1:pos:R:3:forces:R:3:mulliken_charge:R:1
C -2.20146 -1.66505 0.60803 -0.363 0.932 3.377 -1.165
C -1.15441 -1.00678 -0.34221 -1.055 -0.270 -1.331 0.326
N -0.87490 0.40444 0.00991 -1.987 0.991 -0.986 -0.661
C 0.19378 -1.73452 -0.21028 -0.433 -0.844 1.008 -0.780
C 1.21591 -1.21521 -1.16312 -0.503 -1.667 -0.850 0.603
O 2.30785 -0.84940 -0.94032 2.750 1.432 2.241 -0.565
O 0.88753 -1.33263 -2.42073 -4.004 -1.709 -1.034 -0.439
H -2.17351 -2.73028 0.88789 0.591 0.052 -0.925 0.307
H -1.91515 -1.19019 1.63664 -0.443 -0.765 -1.434 0.245
H -3.31693 -1.47824 0.62355 1.237 0.418 -1.067 0.304
H -1.50008 -1.06561 -1.48853 0.778 0.246 2.569 0.274
H -1.74381 1.02936 -0.04703 1.660 -1.407 0.013 0.247
H -0.52213 0.50494 0.95272 0.021 -0.283 0.099 0.259
H 0.05319 -2.84641 -0.09141 0.252 0.914 -1.245 0.400
H 0.70313 -1.55956 0.72448 -0.350 0.626 0.832 0.324
H 1.39945 -0.80466 -2.97502 1.846 1.331 -1.263 0.321
O 3.13420 5.85760 1.11124 2.176 -0.418 -1.674 -0.603
H 3.15843 5.37632 1.90080 0.578 -1.453 1.802 0.305
H 2.34891 6.30589 1.22338 -2.751 1.875 -0.130 0.298
```
Forces are in eV/Å.

Summary:
* SMILES string: C[C@@H](N)CC(=O)O.O
* net charge: 0
* relative energy (zero: lowest compared OMol25 entry of this formula, charge and spin): 198.88 kJ/mol

Record 3
Molecular formula: C4H11NO3
Method: DFT, ωB97M-V/def2-TZVPD

Structure (XYZ):
```
19
Properties=species:S:1:pos:R:3:forces:R:3:mulliken_charge:R:1
C -0.03695 2.60880 -0.06369 0.160 0.099 -0.259 -0.947
C -0.54984 1.66550 -1.12114 -0.971 -0.328 0.797 0.647
O -0.79279 2.00088 -2.27553 0.285 0.016 -0.407 -0.729
N -0.92600 0.45072 -0.65849 0.838 -0.440 1.442 -0.157
O -1.39686 -0.42150 -1.64948 -0.006 -0.083 0.082 -0.419
H -0.82173 3.32697 0.18224 0.011 -0.101 -0.029 0.279
H 0.80265 3.17354 -0.46807 0.025 -0.044 0.045 0.286
H 0.25983 2.08092 0.83668 0.059 -0.025 0.156 0.263
H -0.52624 -0.08620 0.29964 -0.748 1.228 -2.545 0.410
H -1.48368 0.16954 -2.43069 0.133 0.016 0.299 0.362
C 1.51605 -1.15986 0.04971 -2.104 0.024 2.260 -0.659
O 0.35604 -0.90484 1.12863 2.256 -0.033 -1.719 -0.432
C -0.27632 -2.09669 1.55563 0.202 -0.375 -0.087 -0.673
H 2.19060 -1.82125 0.59228 0.059 0.003 -0.383 0.346
H 1.05986 -1.58578 -0.84474 0.017 -0.072 0.213 0.335
H 1.96458 -0.19524 -0.16567 -0.166 0.028 0.221 0.222
H -0.73647 -2.62188 0.71496 -0.033 -0.023 -0.005 0.316
H -1.04889 -1.82308 2.27414 0.072 0.060 -0.050 0.263
H 0.44617 -2.76054 2.04360 -0.088 0.048 -0.031 0.287
```
Forces are in eV/Å.

Summary:
* SMILES string: CC(=O)NO.COC
* net charge: 0
* relative energy (zero: lowest compared OMol25 entry of this formula, charge and spin): 352.13 kJ/mol

Computed E_HOMO (eV) in order:
-8.693; -9.693; -8.539
Computed LUMO energy (eV) in order:
0.491; 0.828; 0.711
Computed gap between HOMO and LUMO (eV) in order:
9.18; 10.52; 9.25